Below is a cluster of 7 separate species, C38H37N5O14 in total in a non-equilibrium geometry, with properties calculated with ωB97M-V/def2-TZVPD.

Summary:
LUMO energy in eV: -0.79
Orbital gap in eV: 8.7180
Electronic energy in eV: -76108.1343

Cartesian coordinates (Å):
O  37.761871  -25.390764  -37.479466
N  37.607032  -24.183354  -37.447926
O  37.486862  -23.577246  -36.403086
C  37.478886  -23.449136  -38.701559
C  36.972651  -24.075552  -39.831634
C  37.052142  -23.479507  -41.072502
C  37.462739  -22.161766  -41.144059
C  37.915490  -21.490211  -40.019294
C  37.968333  -22.145357  -38.796875
H  36.644619  -25.103493  -39.725186
H  36.716769  -23.908617  -42.006953
H  37.501565  -21.723611  -42.134497
H  38.164236  -20.442143  -40.123637
H  38.451404  -21.737448  -37.918087
O  40.097130  -21.080977  -32.084157
N  40.197314  -19.985025  -32.594910
O  40.038365  -18.929789  -32.005642
C  40.539413  -19.909060  -34.029540
C  40.276303  -20.943083  -34.891574
C  40.506425  -20.799776  -36.248941
C  41.093584  -19.633499  -36.710493
C  41.366656  -18.558797  -35.847911
C  41.093758  -18.730233  -34.505715
H  39.812720  -21.871644  -34.575959
H  40.364329  -21.654582  -36.895619
H  41.395328  -19.471130  -37.739020
H  41.926244  -17.710140  -36.210617
H  41.349872  -17.988949  -33.755796
O  34.464412  -20.993918  -34.846443
N  34.411313  -20.748991  -36.037005
O  33.534930  -21.208784  -36.747556
C  35.353678  -19.811441  -36.607650
C  35.111431  -19.291457  -37.887035
C  36.079899  -18.490048  -38.430376
C  37.236645  -18.119825  -37.719770
C  37.464756  -18.642933  -36.468154
C  36.505835  -19.505735  -35.916331
H  34.175210  -19.596406  -38.334871
H  35.960231  -18.119001  -39.441100
H  37.928928  -17.496745  -38.269557
H  38.409034  -18.436691  -35.981295
H  36.681490  -19.975185  -34.955834
O  40.739379  -24.354910  -35.616394
N  41.115948  -25.060349  -36.535669
O  41.188376  -24.669416  -37.685500
C  41.547763  -26.415665  -36.229259
C  41.154633  -26.945518  -35.010567
C  41.425998  -28.275855  -34.709123
C  42.183278  -28.986843  -35.641687
C  42.556556  -28.474900  -36.879759
C  42.178666  -27.168518  -37.201345
H  40.549146  -26.405376  -34.296620
H  41.074324  -28.719537  -33.792101
H  42.302031  -30.050972  -35.461967
H  42.889362  -29.144271  -37.658858
H  42.432137  -26.780776  -38.176317
O  32.073918  -25.235988  -40.431424
N  33.116901  -25.505326  -39.886776
O  34.035153  -26.110137  -40.382679
C  33.265755  -25.043835  -38.491398
C  34.292951  -25.511657  -37.698189
C  34.374513  -25.160967  -36.367177
C  33.407915  -24.328141  -35.817922
C  32.322546  -23.899427  -36.588113
C  32.272249  -24.241071  -37.932244
H  35.000978  -26.201969  -38.143517
H  35.227979  -25.369496  -35.734619
H  33.578845  -24.001467  -34.800059
H  31.586119  -23.212086  -36.201549
H  31.573405  -23.789357  -38.621944
O  33.707225  -20.545749  -31.392589
C  34.605716  -19.759245  -31.432280
C  34.675496  -18.420557  -30.708007
C  36.185980  -18.176431  -30.721660
C  36.599864  -18.853853  -32.039124
O  35.703433  -19.941708  -32.199913
H  34.131657  -17.612095  -31.187099
H  34.266404  -18.659091  -29.727766
H  36.403359  -17.105195  -30.754963
H  36.701234  -18.495483  -29.816385
H  36.578692  -18.097642  -32.826243
H  37.622422  -19.207698  -31.914267
O  37.169482  -26.216749  -33.097840
C  36.976064  -25.053711  -32.885134
C  37.931397  -23.883305  -33.053790
C  37.058298  -22.641918  -32.807744
C  35.708768  -23.209457  -32.322548
O  35.731672  -24.614142  -32.564281
H  38.630285  -23.902590  -32.213538
H  38.451472  -23.823146  -34.002742
H  37.476389  -21.913109  -32.123924
H  36.791555  -22.176141  -33.761507
H  35.628836  -23.009443  -31.249636
H  34.856134  -22.800663  -32.858992

Atoms 1-3, force components in eV/Å:
0.095 0.139 -0.602
-0.588 -0.813 0.556
0.182 0.845 0.100